Computed, not measured: 2 unconnected molecules or ions with the total composition C4H10O, with ωB97M-V/def2-TZVPD.

Calculated values
ΔE to the lowest compared entry with this formula, charge and spin: 0.554 eV
Total charge: 0
E_HOMO: -9.67 eV
Molecular weight: 74.12 g mol⁻¹
Structure (SMILES): C=C(C)C.O
Gap between HOMO and LUMO: 10.6 eV

Atoms and positions in Å:
C (0.05552, 1.51187, 0.17914)
C (0.05930, 0.23778, -0.62234)
C (1.40969, -0.39433, -0.83211)
C (-1.06410, -0.31264, -1.08926)
O (-0.65133, -1.49443, 1.98327)
H (0.47354, 1.32516, 1.17587)
H (-0.95352, 1.91838, 0.29695)
H (0.67839, 2.27662, -0.30136)
H (-0.70146, -1.28551, 1.03923)
H (2.06384, 0.27120, -1.40908)
H (1.89774, -0.57307, 0.13369)
H (1.33749, -1.34745, -1.36411)
H (-1.04926, -1.23966, -1.65790)
H (-2.03408, 0.15404, -0.93016)
H (-1.48537, -1.16008, 2.33232)

Cartesian forces, eV/Å:
-0.034 0.041 0.009
-0.135 -0.064 -0.065
0.023 -0.047 -0.024
0.096 0.052 0.000
-0.148 0.052 -0.016
-0.040 0.046 -0.138
0.142 -0.090 -0.032
-0.054 -0.133 0.070
0.033 0.004 0.043
-0.097 -0.061 0.110
-0.052 0.034 -0.127
-0.021 0.149 0.073
0.024 0.131 0.069
0.155 -0.047 -0.012
0.108 -0.067 0.040